# 1
DFT (wB97M-V/def2-TZVPD) results for a structure of composition C62H49IIrO5P3Si.

Structure (XYZ):
```
122
Properties=species:S:1:pos:R:3:lowdin_spin:R:1
Ir 0.92205 -0.22505 0.28606 2.3509
C -1.38860 -2.12573 -5.63770 0.0002
C -2.31264 -1.13319 -5.35152 0.0018
C -2.21327 -0.39904 -4.18422 0.0075
C -1.14677 -0.62433 -3.31274 0.0298
C -0.23457 -1.63072 -3.60029 0.0025
C -0.36145 -2.38820 -4.75031 -0.0003
P -0.94900 0.28818 -1.74417 0.1310
C -2.67667 0.28399 -1.15224 0.0103
C -3.47952 -0.83895 -1.36412 0.0097
C -4.75519 -0.90316 -0.83551 -0.0007
C -5.25469 0.15918 -0.09782 0.0109
C -4.46882 1.28086 0.10569 -0.0007
C -3.18315 1.33975 -0.39941 0.0091
C -0.82507 2.06859 -2.14223 0.0008
C -1.29471 2.61094 -3.33004 0.0020
C -1.42189 3.98237 -3.46508 -0.0009
C -1.14197 4.81219 -2.39235 0.0021
C -0.60980 4.27689 -1.23328 0.0050
C -0.38967 2.90939 -1.11031 0.0254
Si 0.89728 2.24009 0.15955 0.1629
C 2.39877 2.90501 -0.86826 0.0224
C 2.60842 4.25530 -1.12724 0.0038
C 3.62971 4.68292 -1.95485 0.0011
C 4.47709 3.76083 -2.54791 0.0001
C 4.27461 2.41446 -2.32837 0.0038
C 3.23164 1.98977 -1.50852 0.0059
P 3.05132 0.19060 -1.28876 0.1744
C 4.72531 -0.20619 -0.70691 0.0194
C 5.43538 -1.35185 -1.05252 0.0141
C 6.69500 -1.56511 -0.52343 -0.0011
C 7.25968 -0.64761 0.34665 0.0146
C 6.54808 0.48629 0.70687 -0.0011
C 5.27972 0.69437 0.20709 0.0125
C 2.89454 -0.48752 -2.95802 0.0247
C 2.57685 0.32104 -4.04903 0.0154
C 2.51097 -0.23062 -5.31460 -0.0005
C 2.75206 -1.58284 -5.50301 0.0148
C 2.98885 -2.40245 -4.41018 -0.0016
C 3.01580 -1.86826 -3.13581 0.0135
C 0.69650 3.01790 1.90321 0.0297
C 1.14253 4.29772 2.21476 0.0073
C 0.93033 4.83890 3.46976 0.0018
C 0.25105 4.11424 4.43477 0.0038
C -0.17902 2.83322 4.15025 0.0042
C 0.07026 2.27029 2.90212 0.0114
P -0.54264 0.57403 2.56772 0.2001
C 0.09680 -0.49420 3.90407 0.0216
C 0.94100 -0.03978 4.91356 0.0091
C 1.36226 -0.91538 5.90166 0.0020
C 0.97805 -2.24654 5.87624 0.0060
C 0.18439 -2.71310 4.84138 -0.0001
C -0.24602 -1.84753 3.85528 0.0057
C -2.26635 0.83027 3.09308 0.0288
C -2.89708 2.02843 2.76328 0.0162
C -4.18800 2.27248 3.19118 -0.0012
C -4.87525 1.31637 3.92192 0.0170
C -4.26036 0.11315 4.22985 -0.0004
C -2.96504 -0.13232 3.81718 0.0170
H -1.49029 -2.70933 -6.53880 0.0000
H -3.12567 -0.94163 -6.03460 0.0003
H -2.97790 0.32291 -3.93517 0.0005
H 0.55823 -1.84732 -2.90343 0.0003
H 0.33751 -3.18614 -4.94453 0.0000
H -3.10194 -1.65910 -1.95606 0.0003
H -5.36287 -1.77900 -1.00247 -0.0003
H -6.24985 0.11429 0.31578 0.0008
H -4.86079 2.11573 0.66217 -0.0002
H -2.57300 2.21289 -0.22308 0.0007
H -1.53748 1.96535 -4.15917 0.0002
H -1.76579 4.40259 -4.39786 0.0000
H -1.29761 5.87763 -2.47274 0.0003
H -0.36230 4.92979 -0.40893 0.0007
H 1.94407 4.99068 -0.70364 0.0006
H 3.76109 5.73682 -2.14286 0.0002
H 5.27593 4.08731 -3.19342 0.0000
H 4.91249 1.67846 -2.79765 0.0005
H 5.01746 -2.06600 -1.74227 0.0012
H 7.23645 -2.45808 -0.79252 -0.0003
H 8.24184 -0.82433 0.75637 0.0009
H 6.97811 1.20485 1.38718 -0.0004
H 4.71605 1.56267 0.52027 0.0005
H 2.38501 1.37395 -3.90161 0.0009
H 2.27467 0.39651 -6.16072 -0.0002
H 2.70978 -2.00562 -6.49490 0.0009
H 3.13507 -3.46370 -4.54619 -0.0004
H 3.07567 -2.52865 -2.28159 0.0007
H 1.65603 4.88515 1.46895 0.0008
H 1.27944 5.83556 3.68847 0.0002
H 0.04680 4.55187 5.39853 0.0004
H -0.72338 2.26915 4.89204 0.0003
H 1.27783 0.98698 4.93071 0.0005
H 1.99957 -0.55822 6.69778 0.0000
H 1.31765 -2.92561 6.64357 0.0003
H -0.09403 -3.75443 4.79543 -0.0004
H -0.83077 -2.22652 3.03128 0.0005
H -2.36823 2.77772 2.19051 0.0006
H -4.66079 3.21507 2.95735 -0.0004
H -5.88417 1.51005 4.25168 0.0011
H -4.78932 -0.63175 4.80697 -0.0003
H -2.49152 -1.06475 4.07967 0.0012
O -1.87249 -1.35418 1.29942 0.0379
H -2.67175 -1.03110 0.87347 0.0002
H -1.29710 -1.70564 0.58971 0.0025
I 2.62939 -1.59634 1.83473 0.3331
O 1.38617 -3.75371 -0.98228 0.0288
C 0.34969 -3.29890 -0.56096 0.0225
O -0.03682 -2.06988 -0.59894 0.1309
C -0.69343 -4.10557 0.20165 0.1586
C -0.33385 -4.71942 1.39748 0.1491
C -1.30402 -5.15465 2.29575 0.0110
C -2.62290 -4.95353 1.95277 0.1761
O -3.75077 -5.20353 2.66845 0.1614
C -4.82794 -4.76249 1.87291 0.0113
O -4.33448 -4.29381 0.63611 0.1335
C -2.97951 -4.38840 0.71675 0.1423
C -2.03108 -3.95974 -0.17644 -0.0143
H 0.71139 -4.84109 1.64274 0.0052
H -1.02868 -5.60572 3.23364 -0.0025
H -5.35094 -3.94157 2.38951 0.0137
H -5.52913 -5.59163 1.70563 0.0123
H -2.29986 -3.50327 -1.11502 -0.0025
```

Results
orbital gap (alpha / beta) = 4.971 / 3.314 eV
2S+1 = 6
charge = +1
expectation value of S² = 8.794

# 2
DFT (wB97M-V/def2-TZVPD) results for a structure of composition C62H49NO7PS2W.

Structure (XYZ):
```
123
Properties=species:S:1:pos:R:3:lowdin_spin:R:1
W 2.07170 -0.56060 0.51964 1.5858
O 7.87601 0.32718 2.21265 0.0187
C 6.62732 0.07314 1.83018 0.0292
C 5.82267 -0.89681 2.43822 -0.0053
C 4.55983 -1.10836 1.95078 0.0298
N 4.06451 -0.41451 0.90697 0.0128
C 4.80254 0.58792 0.38974 0.0282
C 6.08005 0.85025 0.80335 -0.0042
C 4.00912 1.42615 -0.58050 0.0066
O 4.52591 2.24855 -1.28812 0.0075
O 2.73324 1.14645 -0.50742 0.0373
C 3.53323 -1.96711 2.66260 0.0080
O 3.84933 -2.82027 3.44995 0.0112
O 2.31179 -1.61203 2.34942 0.0376
H 8.14567 -0.24664 2.93971 0.0001
H 6.15307 -1.48016 3.28903 -0.0007
H 6.64369 1.65902 0.35886 -0.0003
C -5.49913 -0.92980 -5.75791 0.0000
C -4.46163 -0.37162 -4.82460 0.0000
C -3.19809 -0.94864 -4.73676 0.0000
C -2.23708 -0.41855 -3.88913 0.0000
C -2.55229 0.67992 -3.10308 0.0005
C -3.79492 1.28383 -3.18797 0.0001
C -4.74111 0.75471 -4.04885 0.0000
S -1.26546 1.31939 -2.00603 0.0016
O -1.41331 2.78545 -1.97542 0.0009
C -1.97474 0.58964 -0.48454 0.0007
C -1.97716 -0.89770 -0.62259 0.0020
C -2.69526 -1.76168 1.19945 -0.0002
C -3.06545 -0.66196 2.14286 -0.0001
C -3.61724 -1.06932 3.35295 0.0001
C -3.97144 -0.17072 4.34308 0.0002
C -3.74640 1.17445 4.12768 0.0000
C -3.20701 1.59922 2.92667 0.0002
C -2.87245 0.71610 1.88795 -0.0001
C -2.28013 1.29430 0.62456 0.0002
C -1.97983 2.76154 0.77027 0.0003
C -3.06269 3.68372 0.70637 0.0000
C -4.33501 3.29213 0.22303 0.0000
C -5.36356 4.18838 0.16554 0.0000
C -5.17515 5.51888 0.59044 0.0001
C -3.95748 5.92797 1.05330 0.0000
C -2.87114 5.02508 1.12040 0.0001
C -1.60535 5.41572 1.61285 -0.0001
C -0.55962 4.54411 1.60846 0.0001
C -0.73125 3.21607 1.16236 -0.0003
S 0.72285 2.27217 0.62073 0.0127
O 1.35753 1.41860 1.74123 0.0332
C 1.79787 3.68758 0.40950 0.0025
C 2.81730 3.93387 1.31225 0.0017
C 3.71529 4.95366 1.04712 -0.0001
C 3.62648 5.70040 -0.12491 0.0013
C 4.65280 6.75211 -0.43617 0.0002
C 2.57953 5.43987 -1.00415 -0.0002
C 1.66088 4.43558 -0.74896 0.0016
H -5.09408 -1.75108 -6.34593 0.0000
H -5.85114 -0.15716 -6.44257 0.0000
H -6.36568 -1.29445 -5.20414 0.0000
H -2.95567 -1.81131 -5.34522 0.0000
H -1.24056 -0.84700 -3.85070 0.0000
H -4.00717 2.16671 -2.59508 0.0000
H -5.71407 1.22504 -4.12767 0.0000
H -1.59358 -1.19101 -1.59771 0.0004
H -2.89790 -2.72777 1.65894 0.0001
H -3.75992 -2.12938 3.52459 0.0000
H -4.39816 -0.52428 5.27213 0.0000
H -3.98095 1.90164 4.89346 0.0000
H -3.04066 2.65605 2.80728 0.0000
H -4.48153 2.26979 -0.10296 0.0000
H -6.33183 3.87928 -0.20627 0.0000
H -6.00471 6.21249 0.55110 0.0000
H -3.80356 6.95119 1.37322 0.0000
H -1.46966 6.43027 1.96622 0.0000
H 0.41550 4.86737 1.94389 0.0000
H 2.89971 3.32694 2.20669 0.0002
H 4.51298 5.15772 1.75199 0.0000
H 5.65647 6.38085 -0.22921 0.0000
H 4.49300 7.64076 0.17784 0.0001
H 4.60309 7.04813 -1.48231 0.0000
H 2.49028 6.01789 -1.91560 0.0000
H 0.84644 4.22719 -1.43243 0.0000
C 0.21746 -4.17286 2.98975 0.0013
C 1.30336 -4.89710 2.24413 0.0003
C 1.85685 -6.05269 2.78581 0.0006
C 2.94172 -6.68328 2.20156 -0.0004
C 3.52639 -6.14465 1.06567 0.0002
C 2.98450 -5.00827 0.49678 0.0005
C 1.84519 -4.40825 1.04628 0.0058
P 1.23380 -2.94863 0.14540 0.0215
C -0.62727 -2.90080 0.13697 0.0006
C -1.29222 -3.89529 -0.47182 -0.0001
C -2.68514 -3.91775 -0.89539 -0.0002
C -3.55732 -2.90432 -0.85610 0.0004
C -3.30697 -1.58016 -0.21516 0.0001
C -1.27790 -1.61723 0.58747 0.0048
C -0.29089 -0.79754 1.38361 0.0285
C 1.55826 -3.36629 -1.59163 0.0019
C 1.36720 -4.61541 -2.18657 0.0014
C 1.60962 -4.77670 -3.53591 0.0002
C 2.06395 -3.70031 -4.29380 0.0016
C 2.28342 -2.47461 -3.69465 -0.0013
C 2.03352 -2.29471 -2.33220 -0.0001
C 2.33550 -0.98541 -1.66310 0.0079
H -0.13203 -4.76523 3.83348 0.0001
H -0.63399 -3.94829 2.34961 0.0002
H 0.61800 -3.23305 3.37900 0.0008
H 1.44006 -6.45124 3.70255 0.0001
H 3.34527 -7.58482 2.64315 0.0000
H 4.39707 -6.60777 0.62102 0.0000
H 3.44323 -4.58024 -0.38468 0.0000
H -0.72950 -4.78448 -0.72632 0.0000
H -3.00854 -4.84598 -1.35137 0.0000
H -4.55112 -3.06231 -1.25828 0.0000
H -4.18121 -0.93439 -0.27075 0.0000
H -0.74400 0.01058 1.93728 0.0001
H 0.32018 -0.28084 0.57139 0.0324
H 0.22626 -1.41827 2.11304 0.0118
H 1.06468 -5.46847 -1.59280 0.0000
H 1.46084 -5.74223 -4.00126 0.0000
H 2.27477 -3.83110 -5.34729 0.0001
H 2.66984 -1.64272 -4.27257 -0.0002
H 1.75934 -0.20330 -2.16902 0.0079
H 3.38242 -0.75606 -1.89587 0.0091
```

Results
orbital gap (alpha / beta) = 7.605 / 6.896 eV
2S+1 = 3
charge = +1
expectation value of S² = 2.018

# 3
DFT (wB97M-V/def2-TZVPD) results for a structure of composition C62H50CsF4N13PS2Sb.

Structure (XYZ):
```
134
Properties=species:S:1:pos:R:3:lowdin_charge:R:1
Cs -0.57134 -0.31659 -0.06670 0.8671
S -0.16696 7.90536 3.17486 0.9677
N 0.68656 6.61854 3.63594 -0.2252
C 0.22700 5.58915 2.94702 -0.2976
C 0.70978 4.21588 3.04083 -0.0919
C 1.71647 3.83656 3.92590 -0.0014
C 2.09467 2.51509 3.96468 -0.0338
C 1.45743 1.61808 3.10596 -0.1353
N 0.51562 1.96858 2.24598 0.1320
C 0.13411 3.25002 2.21445 -0.1365
C -0.96164 3.62088 1.26569 -0.1699
N -1.43453 2.65522 0.47707 0.0700
C -2.42145 2.93584 -0.36057 -0.1231
C -2.98958 4.20840 -0.46542 -0.0230
C -2.48941 5.21664 0.32453 -0.0012
C -1.45101 4.92427 1.20963 -0.1125
C -0.83243 5.93278 2.06102 -0.3131
N -1.14744 7.21578 2.09696 -0.2246
H 2.17227 4.58360 4.56290 0.1146
H 2.86647 2.16448 4.63610 0.1065
H 1.72696 0.56758 3.11659 0.0574
H -2.77399 2.11276 -0.97860 0.0828
H -3.79318 4.38217 -1.16733 0.1102
H -2.87536 6.22690 0.27548 0.1159
N -0.52935 1.67694 -2.83480 0.0913
C 0.32861 1.81226 -3.90470 -0.3134
C -0.18635 1.65957 -5.20309 -0.0268
C 0.59954 1.90865 -6.30356 -0.0845
C 1.92338 2.32720 -6.15448 -0.1040
C 2.44134 2.44101 -4.88096 -0.1138
C 1.67822 2.16190 -3.74275 -0.3090
P 2.37366 2.24580 -2.04974 1.1345
C 2.41374 4.08462 -1.87918 -0.3434
C 1.34034 4.65988 -1.20213 -0.0873
C 1.21411 6.03908 -1.09075 -0.0776
C 2.17417 6.86800 -1.65145 -0.0962
C 3.24985 6.30834 -2.33108 -0.0898
C 3.36459 4.93121 -2.44766 -0.0969
C 4.11990 1.78598 -2.32417 -0.4016
C 4.41802 0.67418 -3.11482 -0.0871
C 5.72288 0.22033 -3.23072 -0.0800
C 6.74985 0.85624 -2.54474 -0.1102
C 6.45837 1.93511 -1.72298 -0.0939
C 5.15112 2.39003 -1.60758 -0.1247
H -0.10231 1.55968 -1.93088 -0.0665
H -1.36400 1.10797 -2.94611 0.0275
H -1.21078 1.32772 -5.32028 0.1156
H 0.18129 1.76993 -7.29294 0.1028
H 2.53977 2.53346 -7.01935 0.0916
H 3.47844 2.73284 -4.75735 0.0986
H 0.58586 4.01283 -0.76916 0.0777
H 0.36636 6.46448 -0.56612 0.0910
H 2.08497 7.94374 -1.56294 0.0959
H 3.99880 6.94895 -2.78094 0.0972
H 4.20338 4.51203 -2.99025 0.0988
H 3.62354 0.15893 -3.64079 0.1184
H 5.93219 -0.64262 -3.85014 0.1081
H 7.76791 0.49800 -2.63372 0.0988
H 7.24673 2.42062 -1.16052 0.0985
H 4.93336 3.22197 -0.94773 0.1037
C 5.50712 -2.90080 3.11195 -0.1985
C 4.05146 -2.47460 2.97163 -0.4067
Sb 3.37627 -1.95453 0.95350 1.4670
C 3.86809 0.11623 0.85604 -0.3806
C 4.93468 0.61657 1.82485 -0.1733
C 5.00674 -2.82654 -0.15782 -0.3670
C 6.31325 -2.03936 -0.24128 -0.1865
H 5.73467 -3.22353 4.13327 0.0607
H 6.19157 -2.08576 2.87215 0.0449
H 5.75133 -3.73321 2.45065 0.0546
H 3.82963 -1.61383 3.60791 0.0260
H 3.37082 -3.26811 3.28465 0.0191
H 2.92751 0.65368 0.99136 0.0227
H 4.16830 0.27644 -0.17861 0.0225
H 4.62000 0.51325 2.86691 0.0491
H 5.15567 1.67531 1.65751 0.0619
H 5.87201 0.06855 1.71324 0.0491
H 4.55076 -2.94224 -1.14221 0.0473
H 5.18136 -3.82954 0.23757 0.0422
H 6.14457 -1.01218 -0.56922 0.0345
H 7.00675 -2.48934 -0.95924 0.0651
H 6.82784 -1.99816 0.71998 0.0433
N -2.30417 -0.13218 3.70440 -0.0390
C -3.25063 0.23601 4.58284 -0.1256
C -4.26760 0.81009 3.85316 -0.0900
C -3.81971 0.73341 2.52024 -0.1763
N -2.62660 0.16162 2.43825 -0.0032
H -1.40398 -0.56733 3.89296 0.0195
H -3.12959 0.05460 5.63748 0.1075
H -5.19412 1.21438 4.22232 0.0800
H -4.31384 1.06207 1.61887 0.0995
S 0.50248 -1.87720 3.55144 0.6420
C -0.74431 -3.00220 3.55707 -0.8030
N -0.83647 -3.91140 2.53762 0.0942
C -1.79910 -4.82688 2.43172 -0.0374
C -2.77767 -4.89077 3.38528 -0.0370
C -2.68492 -3.92460 4.39306 -0.1305
N -1.73831 -3.02139 4.49591 0.0611
H -0.13382 -3.85981 1.76069 0.0985
H -1.73555 -5.46551 1.55890 0.1209
H -3.57488 -5.61413 3.34117 0.1006
H -3.45569 -3.88350 5.15952 0.1095
F -5.33970 -4.06240 -4.74169 0.0749
C -4.08280 -3.77133 -5.13566 -0.1692
C -3.54894 -4.55723 -6.13950 -0.1647
F -4.34938 -5.52801 -6.62323 0.0735
C -2.26169 -4.39572 -6.66183 -0.0768
C -1.57236 -3.35352 -6.03172 -0.1651
C -2.11161 -2.56978 -5.02875 -0.1658
F -1.32919 -1.57472 -4.54617 0.0651
C -3.39791 -2.72718 -4.52440 -0.0783
C -3.97747 -1.87298 -3.47350 -0.2006
C -3.22291 -0.98366 -2.72162 -0.2368
N -2.64856 -0.20863 -2.06229 -0.0336
C -5.35619 -1.84560 -3.14902 -0.2769
N -6.47456 -1.75421 -2.86082 0.0871
F -0.31732 -3.05245 -6.41463 0.0786
C -1.71365 -5.20589 -7.73933 -0.2241
C -0.41034 -5.02390 -8.26019 -0.2917
N 0.64411 -4.93242 -8.73298 0.0768
C -2.44182 -6.24031 -8.37364 -0.2936
N -2.98239 -7.09872 -8.93525 0.0740
C 1.77191 -2.11919 -0.29673 -0.4989
C 1.10958 -3.34983 -0.34078 -0.5305
C 0.18869 -3.57978 -1.44718 -0.1022
C -0.50437 -4.74976 -1.58527 -0.1015
C -0.37036 -5.82516 -0.67653 -0.1632
C 0.52338 -5.66315 0.36336 -0.1847
C 1.22836 -4.47210 0.56356 -0.1790
H 0.10788 -2.80765 -2.20547 0.0898
H -1.15499 -4.86321 -2.44682 0.1010
H -0.91049 -6.75137 -0.82186 0.0803
H 0.69824 -6.48953 1.04989 0.0986
H 1.95256 -4.41136 1.37245 0.0706
```

Results
orbital gap = 3.499 eV
charge = -2

Q: Number 3 is which compound?
A: C62H50CsF4N13PS2Sb

Q: The lowest charge belongs to which entry?
A: C62H50CsF4N13PS2Sb

Q: What is the formula in the second record?
A: C62H49NO7PS2W